1.
C29H49AsFeN6OSi3 as an isolated structure, computed with ωB97M-V with the def2-TZVPD basis set.

```
90
Properties=species:S:1:pos:R:3:lowdin_spin:R:1
Fe 0.02386 -0.02851 0.84924 3.670
C 2.96060 -0.57950 0.68523 0.007
N 2.19388 0.54585 1.23935 0.037
C 2.52804 1.77972 0.53694 0.003
C 2.42685 0.58914 2.66838 0.005
C 3.55116 1.19013 3.20675 0.000
C 3.83572 1.07054 4.55996 0.005
C 2.99891 0.28454 5.34040 0.000
C 1.86877 -0.31623 4.80839 0.005
C 1.51625 -0.14197 3.45501 0.007
N 0.42256 -0.63012 2.79651 0.061
C -0.68100 -1.17289 3.42587 0.006
C -1.08680 -0.99379 4.75748 0.003
C -2.24017 -1.59158 5.24285 0.000
C -3.03193 -2.38251 4.42411 0.003
C -2.68683 -2.50798 3.08568 0.000
C -1.55456 -1.88525 2.59360 0.004
N -1.25301 -1.86941 1.17580 0.036
C -2.46510 -1.67898 0.36923 0.003
C -0.52286 -3.06728 0.74940 0.006
H 4.03856 -0.42599 0.81357 0.001
H 2.74230 -0.67965 -0.37397 0.001
H 2.67390 -1.49646 1.20238 0.001
H 3.60443 1.98848 0.53207 0.001
H 2.00171 2.61694 0.99493 0.000
H 2.20578 1.67911 -0.49435 0.001
H 4.22176 1.75237 2.56851 0.000
H 4.70497 1.55409 4.98360 0.000
H 3.22855 0.13250 6.38801 0.000
H 1.26308 -0.94916 5.43820 0.000
H -0.51761 -0.34617 5.40722 0.000
H -2.53144 -1.41816 6.27107 0.000
H -3.92004 -2.86488 4.80814 0.000
H -3.32807 -3.06885 2.41668 0.000
H -3.07426 -2.58846 0.31542 0.001
H -2.17338 -1.40917 -0.63810 0.000
H -3.06683 -0.87434 0.78394 0.000
H -1.12856 -3.97097 0.88372 0.001
H 0.38786 -3.16284 1.34168 0.001
H -0.25729 -2.97711 -0.30503 0.001
N -0.82000 2.35209 3.42976 0.003
C -1.60733 1.91469 2.41644 0.012
O -1.02897 1.53585 1.33517 0.076
C -3.00047 1.94394 2.54810 0.006
C -3.58472 2.32624 3.78520 0.001
N -4.05927 2.63697 4.78995 0.003
C -3.81538 1.56397 1.45229 0.001
N -4.46440 1.24477 0.55248 0.002
H 0.13972 2.04367 3.41440 0.000
H -1.23925 2.49718 4.33490 0.000
C -1.81017 -2.57954 -2.89251 0.000
Si -1.73106 -0.71513 -3.14359 0.001
C -1.74252 -0.49897 -4.99754 0.000
C -3.19875 0.18946 -2.45223 0.000
As 0.16590 0.08891 -1.90980 0.010
Si 0.15026 2.39403 -2.59499 0.003
C 1.81516 3.24879 -2.53017 0.000
C -0.44239 2.59822 -4.35029 0.001
C -1.03274 3.22160 -1.42790 -0.001
Si 1.92830 -0.99020 -3.06978 0.004
C 3.50885 0.00717 -2.99495 0.000
C 1.55432 -1.30621 -4.86328 0.002
C 2.18725 -2.64486 -2.23866 0.000
H -1.93066 -3.06594 -3.86342 0.000
H -2.65731 -2.86511 -2.26942 0.000
H -0.91034 -2.98466 -2.42825 0.000
H -2.76934 -0.73013 -5.30131 0.000
H -1.08278 -1.20229 -5.50067 0.000
H -1.51207 0.49981 -5.34994 0.000
H -4.11279 -0.38280 -2.63450 0.000
H -3.31081 1.15578 -2.95184 0.000
H -3.14464 0.37885 -1.37995 0.000
H 2.65046 2.61869 -2.83172 0.000
H 2.03371 3.65645 -1.54462 0.000
H 1.76331 4.08769 -3.22910 0.000
H 0.10824 1.96888 -5.05213 0.000
H -0.28204 3.64033 -4.63917 0.000
H -1.50599 2.38247 -4.45138 0.000
H -0.85590 2.92739 -0.39212 0.000
H -2.06675 2.95378 -1.65893 0.000
H -0.93746 4.30880 -1.49950 0.000
H 3.53783 0.74836 -3.79646 0.000
H 4.35495 -0.67097 -3.13574 0.000
H 3.65346 0.53253 -2.05078 0.000
H 1.21394 -0.41017 -5.38475 0.000
H 0.79834 -2.08273 -4.98652 0.000
H 2.47469 -1.64956 -5.34477 0.000
H 2.28150 -2.55822 -1.15623 0.000
H 3.09952 -3.11127 -2.62135 0.000
H 1.35685 -3.32380 -2.44633 0.000
```

## Properties
* <S²>: 6.01
* E_LUMO (spin up / spin down): 0.32 / 0.32 eV
* max |F|: 0.88 eV/A
* spin multiplicity: 5
* frontier orbital gap (spin up / spin down): 7.2 / 7.3 eV

***

2.
C29H49AsHgN5O2SSi4 as an isolated structure, computed with ωB97M-V with the def2-TZVPD basis set.

```
92
Properties=species:S:1:pos:R:3:lowdin_spin:R:1
Hg 0.52079 0.02102 0.02702 -0.001
O -2.42379 -6.32551 3.18130 0.117
N -1.93278 -5.51912 4.00002 0.100
O -1.95113 -5.74244 5.22402 0.113
C -1.32478 -4.33894 3.55078 0.095
C -0.68035 -3.54692 4.51422 0.185
C 0.05811 -2.42255 4.16012 0.043
C 0.75742 -1.61894 5.10417 0.077
C 1.52007 -0.57115 4.67126 0.000
C 1.59318 -0.29797 3.29534 0.111
N 0.92071 -1.00394 2.40067 -0.015
C 0.16914 -2.03548 2.79535 0.061
C -0.57055 -2.78253 1.79711 -0.012
N -0.52545 -2.33037 0.53675 0.017
C -1.22724 -2.94406 -0.40811 0.032
C -2.02597 -4.04105 -0.14284 0.014
C -2.08161 -4.53704 1.14608 0.034
C -1.33047 -3.92515 2.16873 0.001
H -0.73475 -3.85821 5.54563 0.012
H 0.68203 -1.85617 6.15795 0.003
H 2.05372 0.05670 5.37242 -0.003
H 2.22407 0.49520 2.90993 0.007
H -1.15581 -2.51705 -1.40436 0.002
H -2.60021 -4.50233 -0.93487 0.000
H -2.70386 -5.38120 1.38503 0.003
C 5.63146 -2.41406 0.01583 0.000
As 4.03299 -1.68963 -0.81460 0.000
C 4.50970 -1.79160 -2.69712 0.000
C 2.66645 -2.99946 -0.42266 0.000
S 3.68747 0.25142 -0.14217 0.000
H 5.90201 -3.36570 -0.44084 0.000
H 5.45472 -2.55431 1.08067 0.000
H 6.44423 -1.70197 -0.11400 0.000
H 5.04453 -2.72049 -2.89197 0.000
H 5.15642 -0.94420 -2.91792 0.000
H 3.62533 -1.73617 -3.32560 0.000
H 2.88156 -3.94082 -0.92678 0.000
H 1.69565 -2.61831 -0.73124 0.000
H 2.65494 -3.15137 0.65621 0.000
N 1.39799 0.00557 -6.77935 0.000
C 1.33788 -0.19199 -5.42953 0.000
C 1.82780 0.76186 -4.52868 0.000
C 1.80035 0.49419 -3.17799 0.000
N 1.33692 -0.64551 -2.65701 0.000
C 0.87022 -1.55399 -3.51509 0.000
C 0.84313 -1.38300 -4.88335 0.000
H 1.57675 0.93516 -7.11392 0.000
H 0.87033 -0.60232 -7.37902 0.000
H 2.22661 1.70180 -4.88943 0.000
H 2.18454 1.21395 -2.46348 0.000
H 0.50439 -2.47765 -3.07713 0.000
H 0.45211 -2.15863 -5.52969 0.000
C -3.19934 -0.22138 1.78896 0.000
Si -2.49955 1.52444 1.95024 0.000
C -3.94341 2.75521 1.91647 0.000
C -1.63436 1.66603 3.62490 0.001
Si -1.03623 2.06672 0.14916 0.000
Si 0.41228 3.91369 0.50938 0.000
C -0.62715 5.47936 0.74877 0.000
C 1.50023 3.65447 2.03317 0.000
C 1.53625 4.15117 -0.99694 0.000
Si -2.27714 2.17233 -1.87286 0.000
C -3.33654 3.74425 -1.86904 0.000
C -3.43964 0.68048 -1.96409 0.000
C -1.26157 2.18592 -3.47475 0.000
H -3.95966 -0.41092 2.54961 0.000
H -2.41126 -0.96620 1.91547 0.000
H -3.65570 -0.39170 0.81227 0.000
H -4.55534 2.65271 2.81530 0.000
H -4.59403 2.58547 1.05585 0.000
H -3.59712 3.79019 1.87044 0.000
H -2.35914 1.61650 4.44022 0.000
H -1.08725 2.60532 3.72669 0.000
H -0.92172 0.84913 3.76144 0.001
H -1.27510 5.39913 1.62419 0.000
H -1.26471 5.67575 -0.11553 0.000
H 0.01270 6.35283 0.89347 0.000
H 0.91319 3.35755 2.90384 0.000
H 2.04229 4.56638 2.29242 0.000
H 2.23654 2.86893 1.84772 0.000
H 0.96617 4.15987 -1.92822 0.000
H 2.26893 3.34250 -1.05599 0.000
H 2.08519 5.09325 -0.93440 0.000
H -3.85322 3.87555 -0.91623 0.000
H -4.09607 3.70517 -2.65309 0.000
H -2.73402 4.63885 -2.04043 0.000
H -4.17216 0.70387 -1.15483 0.000
H -2.88221 -0.25528 -1.87585 0.000
H -3.98863 0.65664 -2.90780 0.000
H -0.40632 2.86193 -3.41158 0.000
H -1.87820 2.50662 -4.31718 0.000
H -0.87392 1.18963 -3.69903 0.000
```

## Properties
* <S²>: 0.78
* E_LUMO (spin up / spin down): -0.04 / -0.04 eV
* max |F|: 0.78 eV/A
* spin multiplicity: 2
* frontier orbital gap (spin up / spin down): 4.8 / 7.7 eV

***

Total energy, respectively: -5906.3311, -5504.0906 a.u..